Record 1
17
Properties=species:S:1:pos:R:3:mulliken_charge:R:1 method="wB97M-V/def2-TZVPD" orbital_gap_ev=9.669 homo_ev=-8.590 e_above_lowest_kj_mol=114.9 total_charge=0
C -1.12 -0.30 -1.36 -1.28
C -0.02 -0.78 -0.42 0.04
C -0.33 -0.60 1.07 0.34
F -1.62 -0.30 1.30 -0.35
C 0.63 0.56 1.08 -0.80
N 1.15 0.08 -0.24 -0.14
C 1.52 1.08 -1.17 -0.90
H -0.89 -0.42 -2.41 0.35
H -1.98 -0.87 -1.10 0.36
H -1.26 0.82 -1.15 0.29
H 0.23 -1.82 -0.75 0.24
H 0.02 -1.47 1.68 0.33
H 0.06 1.49 1.03 0.33
H 1.38 0.57 1.87 0.30
H 2.34 1.63 -0.72 0.32
H 0.67 1.76 -1.44 0.31
H 1.81 0.62 -2.13 0.27

=====

Record 2
17
Properties=species:S:1:pos:R:3:mulliken_charge:R:1 method="wB97M-V/def2-TZVPD" orbital_gap_ev=10.091 homo_ev=-9.023 e_above_lowest_kj_mol=105.5 total_charge=0
C -0.22 1.75 -0.07 -1.42
C 0.20 0.27 0.06 1.23
C 1.68 0.14 -0.01 -0.75
F 2.02 -1.19 -0.07 -0.29
C -0.57 -0.74 1.00 -0.62
C -1.33 -1.20 -0.24 -0.68
N -0.39 -0.49 -1.17 -0.66
H 0.19 2.08 -1.03 0.35
H -1.35 1.82 -0.10 0.30
H 0.20 2.32 0.76 0.36
H 2.24 0.63 0.79 0.36
H 1.99 0.66 -0.95 0.32
H 0.13 -1.50 1.37 0.27
H -1.25 -0.34 1.78 0.31
H -2.31 -0.77 -0.28 0.26
H -1.57 -2.27 -0.41 0.30
H 0.32 -1.16 -1.42 0.36

=====

Record 3
17
Properties=species:S:1:pos:R:3:mulliken_charge:R:1 method="wB97M-V/def2-TZVPD" orbital_gap_ev=9.588 homo_ev=-9.215 e_above_lowest_kj_mol=580.7 total_charge=0
C -1.29 -1.14 -0.15 -2.09
C -0.38 0.04 0.17 1.25
C 0.80 -0.12 1.19 -0.72
C 1.70 0.42 0.10 0.59
C 0.73 0.23 -0.91 -1.29
H -0.65 -2.00 -0.14 0.39
H -1.98 -0.92 -0.87 0.53
H -2.11 -1.23 0.63 0.46
H -0.81 2.38 -0.50 0.28
H -2.46 0.69 -0.14 0.30
H 0.85 -1.30 0.90 0.16
H 0.81 0.15 2.34 0.29
H 1.88 1.53 0.16 0.27
H 0.81 -0.81 -1.42 0.24
H 0.50 0.98 -1.63 0.38
N -1.26 1.28 0.33 -0.70
F 2.86 -0.17 -0.05 -0.34

=====

Record 4
17
Properties=species:S:1:pos:R:3:mulliken_charge:R:1 method="wB97M-V/def2-TZVPD" orbital_gap_ev=10.008 homo_ev=-8.960 e_above_lowest_kj_mol=86.1 total_charge=0
C -0.37 0.67 2.88 -0.89
C 0.19 0.14 1.81 0.55
F 0.54 -1.17 1.65 -0.28
C 0.58 0.94 0.62 -0.64
C -0.08 0.52 -0.68 -0.55
N 0.48 -0.74 -1.18 -0.39
C -0.19 -1.23 -2.36 -0.94
H -0.59 1.75 2.89 0.21
H -0.76 0.15 3.75 0.31
H 0.34 2.00 0.86 0.31
H 1.65 0.77 0.51 0.29
H 0.10 1.25 -1.51 0.41
H -1.18 0.43 -0.57 0.38
H 0.36 -1.43 -0.47 0.26
H 0.03 -0.59 -3.22 0.30
H -1.29 -1.25 -2.32 0.31
H 0.17 -2.21 -2.65 0.35

=====

Record 5
18
Properties=species:S:1:pos:R:3:mulliken_charge:R:1 method="wB97M-V/def2-TZVPD" orbital_gap_ev=11.758 homo_ev=-10.997 e_above_lowest_kj_mol=0.0 total_charge=0
C -0.27 1.21 -0.95 -1.45
C -0.30 -0.23 -0.41 0.26
C -1.75 -0.57 -0.17 -0.53
C -2.46 -0.85 -1.40 0.11
N -2.99 -1.08 -2.40 -0.43
Si 0.72 -0.46 1.23 0.42
C 2.46 0.10 1.01 -0.97
F 0.71 -2.08 1.55 -0.35
H -0.47 1.96 -0.17 0.36
H -0.99 1.29 -1.84 0.38
H 0.72 1.42 -1.29 0.36
H -0.02 -0.82 -1.33 0.33
H -1.78 -1.49 0.42 0.31
H -2.43 0.12 0.41 0.35
H 0.41 0.44 2.32 -0.09
H 2.90 0.05 -0.04 0.31
H 2.55 1.24 1.13 0.31
H 2.99 -0.26 1.94 0.30

=====

Record 6
20
Properties=species:S:1:pos:R:3:mulliken_charge:R:1 method="wB97M-V/def2-TZVPD" orbital_gap_ev=5.505 homo_ev=0.710 e_above_lowest_kj_mol=48.2 total_charge=-2
C 0.44 1.91 0.36 -1.33
C 0.15 0.71 1.19 -0.81
C -0.51 -0.41 0.35 0.90
F -0.64 -1.57 1.32 -0.44
C 0.26 -1.06 -0.74 -0.67
C 1.72 -1.48 -0.63 -1.39
P -2.21 0.23 -0.20 0.78
O -2.83 -1.05 -0.76 -0.86
O -1.78 1.26 -1.32 -0.84
O -2.94 0.87 0.94 -0.81
H 1.29 1.73 -0.31 0.19
H -0.39 2.18 -0.13 0.43
H 0.93 2.62 0.93 0.47
H -0.47 1.09 1.91 0.41
H 1.11 0.18 1.67 0.20
H 0.23 -0.40 -1.75 0.27
H -0.47 -1.84 -0.99 0.49
H 1.84 -1.71 0.35 0.44
H 2.43 -0.79 -0.90 0.29
H 1.83 -2.45 -1.30 0.29

=====

Record 7
19
Properties=species:S:1:pos:R:3:mulliken_spin:R:1 method="wB97M-V/def2-TZVPD" orbital_gap_ev="9.364 / 9.289" homo_ev="-18.568 / -20.118" s2=0.76 multiplicity=2 e_above_lowest_kj_mol=0.0 total_charge=+2
O 2.62 1.47 -0.12 0.21
C 3.16 0.35 0.03 0.14
C 2.35 -0.81 -0.02 0.53
O 1.06 -0.53 -0.05 0.10
C 0.02 -1.51 -0.23 -0.01
C -1.24 -0.86 0.30 0.00
O -1.26 0.48 -0.19 0.00
C -2.52 1.12 -0.05 0.00
Ga 0.49 1.45 -0.20 0.00
H 4.25 0.25 0.13 0.01
H 2.68 -1.85 0.05 0.01
H 0.26 -2.43 0.33 0.00
H -0.05 -1.73 -1.30 -0.01
H -1.25 -0.85 1.40 0.00
H -2.11 -1.41 -0.07 0.00
H -2.40 2.15 -0.40 0.00
H -3.27 0.60 -0.65 0.00
H -2.83 1.13 1.01 0.00
H 0.05 2.98 0.04 -0.01

=====

Record 8
18
Properties=species:S:1:pos:R:3:mulliken_spin:R:1 method="wB97M-V/def2-TZVPD" orbital_gap_ev="8.099 / 8.798" homo_ev="-7.426 / -9.232" s2=2.01 multiplicity=3 e_above_lowest_kj_mol=69.2 total_charge=0
C -0.98 -1.10 -0.41 0.13
C 0.44 -0.91 -0.92 0.04
C -1.87 0.15 -0.32 -0.01
C 1.56 -0.73 0.03 0.74
C 2.25 0.63 0.21 -0.03
N -1.79 0.91 0.90 0.64
S -0.83 2.16 1.07 0.32
I 1.83 -2.18 1.45 0.06
H -1.55 -1.87 -1.01 -0.01
H -0.99 -1.36 0.64 -0.02
H 0.57 -1.88 -1.53 0.06
H 0.32 -0.09 -1.72 0.00
H -1.82 0.96 -1.08 -0.01
H -2.85 -0.22 -0.25 0.01
H 1.84 1.46 0.93 0.07
H 2.21 1.05 -0.79 0.01
H 3.27 0.45 0.73 0.02
H -1.59 2.56 2.08 0.00

=====

Record 9
19
Properties=species:S:1:pos:R:3:mulliken_spin:R:1 method="wB97M-V/def2-TZVPD" orbital_gap_ev="7.356 / 5.741" homo_ev="-6.761 / -6.841" s2=0.76 multiplicity=2 total_charge=0
C -2.93 0.33 -0.89 0.04
H -3.00 0.03 0.48 0.00
H -3.62 1.18 -0.85 0.00
H -3.37 -0.64 -1.14 0.00
H -2.24 0.55 -1.72 0.01
O -0.91 1.60 0.78 0.19
C -1.54 0.44 0.69 0.02
C -0.56 -0.72 0.53 -0.01
O 0.62 -0.34 -0.18 0.05
C 1.85 -0.73 0.41 0.00
C 2.94 0.19 -0.13 0.02
O 2.58 1.52 0.03 0.08
In 0.70 1.78 -0.39 0.59
H -1.04 -1.53 -0.04 0.00
H -0.30 -1.10 1.53 0.00
H 2.06 -1.79 0.19 0.00
H 1.77 -0.60 1.51 0.00
H 3.11 -0.08 -1.19 0.00
H 3.88 -0.07 0.41 0.00

=====

Record 10
20
Properties=species:S:1:pos:R:3:mulliken_spin:R:1 method="wB97M-V/def2-TZVPD" orbital_gap_ev="5.238 / 3.932" homo_ev="-5.353 / -5.344" s2=2.00 multiplicity=3 e_above_lowest_kj_mol=322.6 total_charge=0
O 1.74 0.03 -1.25 0.24
C 1.06 -1.13 -1.64 0.02
C 0.44 -1.92 -0.50 0.00
O -0.14 -0.94 0.38 0.08
C -1.14 -1.34 1.29 0.00
Pt 1.06 0.47 0.42 1.41
H 1.70 -1.82 -2.22 0.01
H 0.22 -0.80 -2.29 0.00
H 1.17 -2.52 0.06 0.00
H -0.34 -2.61 -0.85 0.01
H -0.97 -0.78 2.21 0.01
H -2.13 -1.05 0.89 -0.01
H -1.11 -2.43 1.40 0.00
C 0.77 2.40 0.94 0.25
C -0.17 2.60 -0.11 -0.07
O -1.39 2.31 0.13 0.02
Mg -2.96 1.23 -0.56 0.01
H 0.37 2.32 1.96 0.00
H 1.74 2.87 0.79 0.01
H 0.09 3.10 -1.06 0.00

=====

Record 11
16
Properties=species:S:1:pos:R:3:mulliken_charge:R:1 method="wB97M-V/def2-TZVPD" orbital_gap_ev=10.928 homo_ev=-15.534 e_above_lowest_kj_mol=271.3 total_charge=+1
C -1.57 -1.92 -0.95 -0.20
N -0.57 -1.36 -0.48 -0.06
C 0.26 -0.52 0.08 0.53
C 1.08 -1.14 1.12 -1.17
C 0.63 1.27 0.14 -0.29
C -0.27 2.13 -0.58 -1.28
H -1.58 -2.34 -1.94 0.27
H -2.45 -1.95 -0.43 0.30
H 1.52 -2.11 0.79 0.40
H 0.39 -1.43 2.02 0.31
H 1.86 -0.38 1.36 0.34
H 0.77 1.25 1.26 0.45
H 1.65 1.24 -0.37 0.36
H -1.17 2.07 -0.01 0.38
H -0.46 1.93 -1.63 0.32
H -0.10 3.25 -0.39 0.33

=====

Record 12
16
Properties=species:S:1:pos:R:3:mulliken_charge:R:1 method="wB97M-V/def2-TZVPD" orbital_gap_ev=9.818 homo_ev=-13.298 e_above_lowest_kj_mol=484.6 total_charge=+1
C 0.83 0.84 -1.48 -0.58
C 1.35 1.11 -0.32 -0.16
C 0.50 -0.14 -0.40 -0.18
C -1.52 0.76 1.41 -0.91
C -1.51 -0.41 0.52 -0.41
N 1.25 -1.47 -0.78 -0.30
H 0.83 1.08 -2.48 0.42
H 1.88 1.83 0.32 0.38
H -1.92 1.71 0.90 0.27
H -0.50 1.03 1.85 0.25
H -1.98 0.62 2.30 0.41
H -2.06 -0.29 -0.36 0.40
H -1.24 -1.29 0.98 0.39
H 1.51 -2.00 0.03 0.32
H 2.06 -1.30 -1.34 0.36
H 0.53 -2.07 -1.16 0.35

=====

Record 13
16
Properties=species:S:1:pos:R:3:mulliken_charge:R:1 method="wB97M-V/def2-TZVPD" orbital_gap_ev=11.979 homo_ev=-15.519 e_above_lowest_kj_mol=330.0 total_charge=+1
C 2.09 0.31 0.53 -0.98
C 0.99 -0.12 -0.37 0.45
C 0.44 -0.71 -1.36 -0.16
N -0.45 -0.03 -0.25 0.09
C -1.11 -1.02 0.56 -0.98
C -1.28 1.12 -0.29 -0.79
H 1.56 0.44 1.53 0.29
H 2.46 1.24 0.23 0.34
H 2.95 -0.45 0.51 0.32
H 0.48 -1.00 -2.40 0.35
H -1.10 -0.77 1.72 0.33
H -2.03 -1.36 0.06 0.39
H -0.44 -1.96 0.54 0.36
H -1.75 1.48 0.64 0.31
H -0.67 1.93 -0.69 0.37
H -2.15 0.90 -0.96 0.31

=====

Record 14
16
Properties=species:S:1:pos:R:3:mulliken_charge:R:1 method="wB97M-V/def2-TZVPD" orbital_gap_ev=11.150 homo_ev=-15.614 e_above_lowest_kj_mol=263.2 total_charge=+1
C -1.32 -2.35 -0.13 -0.16
N -0.54 -1.42 -0.10 -0.01
C 0.28 -0.42 -0.10 0.48
C 1.58 -0.74 -0.70 -1.14
C 0.40 1.27 0.57 -0.46
C -0.91 2.05 0.41 -1.06
H -2.14 -2.43 -0.90 0.27
H -1.43 -3.21 0.63 0.27
H 1.58 -1.90 -0.79 0.35
H 2.41 -0.45 -0.09 0.37
H 1.68 -0.19 -1.65 0.31
H 0.65 1.10 1.59 0.43
H 1.23 1.71 0.05 0.39
H -1.78 1.89 1.08 0.32
H -0.97 1.97 -0.66 0.34
H -0.72 3.12 0.79 0.32